(1)
# C25H66N6NaO8Sr

A structure of composition C25H66N6NaO8Sr (the ωB97M-V functional and the def2-TZVPD basis, the Open Molecules 2025 dataset).

As for the total charge: +1. The gap between HOMO and LUMO comes out at 7.0 eV. The LUMO energy is -3.4 eV.

Element x y z (Å)
Na  0.0899  3.5386  0.3308
Sr  -2.0829  -0.1701  1.7583
O  -0.8293  1.3345  0.1534
C  0.0364  0.4421  -0.5520
C  0.2437  -0.9930  -0.0704
O  -0.8511  -1.7569  0.3293
H  1.0100  0.9534  -0.6227
H  -0.2693  0.4776  -1.6126
H  0.9124  -0.9385  0.8340
H  0.9156  -1.5090  -0.7766
C  5.0305  3.4101  1.3265
C  3.7925  2.7737  1.8769
C  2.9205  2.0774  0.8561
O  2.4466  3.0515  -0.0846
C  2.9050  2.7704  -1.4211
N  4.1416  1.7731  2.9199
H  4.8013  4.0988  0.5124
H  5.7525  2.6884  0.9315
H  5.5895  3.9693  2.0798
H  3.1755  3.5048  2.4231
H  2.0499  1.5932  1.3127
H  3.4949  1.2888  0.3622
H  2.4387  1.8836  -1.8456
H  3.9812  2.5874  -1.3763
H  2.7487  3.6501  -2.0373
H  4.9179  2.0731  3.4890
H  3.3449  1.5278  3.4876
C  -2.3829  -6.7899  -0.5755
C  -1.7754  -5.5408  0.0007
C  -0.2546  -5.6001  0.0317
O  0.2260  -5.8982  -1.2572
C  1.6027  -5.6948  -1.3716
N  -2.2068  -4.3775  -0.7835
H  -2.0657  -6.8971  -1.6195
H  -3.4711  -6.8253  -0.6226
H  -2.0658  -7.7107  -0.0792
H  -2.1926  -5.4402  1.0085
H  0.1128  -6.3675  0.7400
H  0.1643  -4.6457  0.3861
H  1.8820  -4.6639  -1.1085
H  1.9171  -5.9316  -2.3835
H  2.1483  -6.3509  -0.6740
H  -1.7506  -3.5332  -0.4363
H  -1.8092  -4.4262  -1.7197
C  1.5286  6.2864  -5.2728
C  1.4810  5.0683  -4.3568
C  0.0802  4.5463  -4.1637
O  0.1017  3.4708  -3.2209
C  -1.1713  2.8659  -3.2210
N  2.3324  4.0203  -5.0217
H  2.3476  6.9401  -4.9975
H  0.6110  6.8875  -5.1327
H  1.4386  6.0363  -6.3271
H  2.0280  5.2741  -3.4374
H  -0.3045  4.1747  -5.1203
H  -0.5733  5.3576  -3.8133
H  -1.3137  2.2109  -4.0891
H  -1.9822  3.6035  -3.2135
H  -1.2846  2.2321  -2.3380
H  1.7647  3.5252  -5.7022
H  2.5755  3.3390  -4.3098
C  0.1722  -2.0113  4.7196
C  -0.9605  -3.0054  4.4582
C  -1.7980  -3.1973  5.6915
O  -2.8661  -4.0711  5.3620
C  -3.8001  -4.2324  6.4008
N  -1.8495  -2.3729  3.4196
H  0.5070  -1.5840  3.7680
H  1.0612  -2.4943  5.1267
H  -0.1478  -1.1934  5.3663
H  -0.5317  -3.9499  4.1209
H  -2.2300  -2.2128  5.9473
H  -1.2687  -3.5471  6.5838
H  -4.7197  -4.6208  5.9628
H  -4.0696  -3.2797  6.8735
H  -3.4499  -4.9409  7.1561
H  -2.7334  -2.8817  3.4816
H  -1.3879  -2.7311  2.5735
C  -4.2874  3.1892  0.5953
C  -4.6556  2.0442  -0.3699
C  -4.9297  2.5629  -1.7624
O  -5.8588  3.6059  -1.8809
C  -7.1470  3.3228  -1.3361
N  -3.6942  0.9635  -0.3336
H  -4.0778  2.8109  1.6025
H  -5.1146  3.8874  0.6634
H  -3.3418  3.6482  0.2808
H  -5.5962  1.7224  0.0908
H  -5.2710  1.7348  -2.4104
H  -4.0077  2.9459  -2.2110
H  -7.7627  4.2111  -1.4515
H  -7.1247  3.0455  -0.2843
H  -7.5991  2.5490  -1.9681
H  -2.7950  1.2206  -0.7533
H  -4.0408  0.2422  -0.9679
C  3.9653  -0.5816  -1.4442
O  4.4516  0.2877  -2.1434
N  4.6659  -1.3707  -0.6047
C  6.0923  -1.2138  -0.4467
C  3.9894  -2.2050  0.3736
H  2.9066  -0.8903  -1.4895
H  6.3668  -0.5609  0.3927
H  6.5722  -0.7824  -1.3196
H  6.5109  -2.1968  -0.2260
H  4.5217  -2.1718  1.3266
H  3.0590  -1.7381  0.7122
H  3.8294  -3.2021  -0.0290

***

(2)
# C25H67BaN17O16

A structure of composition C25H67BaN17O16 (the ωB97M-V functional and the def2-TZVPD basis, the Open Molecules 2025 dataset).

The gap between HOMO and LUMO comes out at 2.0 eV. The LUMO energy is -3.8 eV.

Element x y z (Å)
Ba  25.0975  14.0152  -21.6744
C  19.6387  18.5945  -21.9820
C  19.2031  19.5784  -22.8659
C  19.9497  19.8702  -24.1756
O  19.5384  20.7436  -25.0649
C  21.0609  19.2751  -24.5860
C  21.6308  18.2015  -23.7293
C  20.8146  17.8310  -22.3533
O  21.2869  16.9595  -21.5835
O  22.6770  17.6234  -23.9804
O  18.2022  20.2627  -22.4236
H  19.2016  18.3708  -21.0200
H  21.5992  19.5864  -25.4691
C  23.1068  25.7036  -27.6537
O  23.8304  26.3315  -28.2417
N  21.9523  25.3073  -28.1280
N  23.2527  25.4105  -26.3729
H  21.4785  24.5124  -27.7234
H  21.8497  25.4742  -29.1188
H  24.1235  25.7347  -25.9771
H  22.6524  24.7175  -25.9492
C  14.6964  18.1660  -17.2186
O  14.3097  18.9402  -18.0642
N  15.8530  17.5822  -17.2141
N  13.9599  17.8854  -16.2407
H  16.0691  17.0712  -16.3702
H  16.5599  17.6517  -17.9321
H  13.1321  18.4435  -16.0877
H  14.5211  17.4810  -15.5048
C  17.0893  23.9024  -17.0763
O  16.4099  24.7074  -17.7004
N  17.7649  22.9747  -17.6433
N  17.2354  23.8686  -15.7224
H  17.9981  22.2135  -17.0218
H  17.8311  22.8320  -18.6410
H  17.8299  23.1390  -15.3558
H  16.9201  24.6499  -15.1654
C  21.7450  12.1561  -25.9066
O  22.8433  12.1675  -25.3549
N  21.2764  13.1526  -26.4703
N  20.8824  11.1830  -25.8436
H  21.8285  13.9872  -26.3340
H  20.3757  13.1503  -26.9272
H  21.2514  10.3819  -25.3514
H  19.9734  11.2379  -26.2804
C  20.0980  14.2477  -16.7446
O  20.0530  13.6707  -15.7154
N  20.7344  15.3561  -16.8376
N  19.6594  13.8236  -17.8992
H  21.0816  15.6759  -15.9447
H  20.8919  15.8546  -17.7017
H  19.0437  13.0230  -17.8911
H  19.8744  14.3655  -18.7240
C  17.4583  16.6399  -28.4041
O  16.6591  16.7030  -27.5347
N  17.6569  15.6509  -29.2362
N  18.3834  17.5152  -28.6528
H  18.1673  15.8735  -30.0788
H  17.1640  14.7738  -29.1469
H  18.1662  18.3882  -28.1937
H  19.0387  17.5686  -29.4195
C  28.5764  15.8289  -25.6516
O  28.2694  14.9616  -24.8147
N  29.5198  15.7912  -26.5645
N  27.8016  16.8263  -25.9240
H  30.1177  14.9811  -26.6445
H  29.4644  16.4874  -27.2940
H  28.2538  17.5712  -26.4347
H  26.9266  16.9686  -25.4401
C  13.7883  14.0807  -21.1103
C  14.7399  14.3173  -22.2724
C  15.6595  13.1544  -22.7017
O  14.9025  12.0799  -23.2965
C  15.5357  10.8222  -23.0988
N  13.9346  14.6551  -23.4237
H  14.3508  13.9523  -20.1856
H  13.1575  13.1983  -21.2181
H  13.1629  14.9684  -21.0159
H  15.3787  15.1758  -22.0647
H  16.2014  12.7900  -21.8289
H  16.3993  13.4626  -23.4405
H  15.9131  10.5891  -22.1031
H  16.3771  10.7978  -23.7913
H  14.8543  10.0373  -23.4269
H  13.5176  13.7354  -23.4435
H  14.4846  14.6464  -24.2708
C  19.4963  18.8787  -33.8258
C  20.9680  18.6698  -33.4954
C  21.7471  19.8590  -32.8402
O  23.0935  19.4681  -32.6533
C  23.5718  19.7716  -31.2608
N  20.9612  17.6070  -32.4997
H  18.8784  18.0012  -34.0162
H  19.3723  19.6050  -34.6291
H  19.1010  19.3106  -32.9064
H  21.5086  18.3815  -34.3968
H  21.2865  20.0907  -31.8799
H  21.6286  20.7220  -33.4954
H  23.2988  20.8138  -31.0953
H  24.6318  19.5270  -31.1918
H  22.9483  19.1832  -30.5877
H  21.8857  17.6229  -32.0933
H  20.9759  16.7369  -33.0123
C  23.8670  21.2519  -18.5196
C  24.2093  22.5098  -19.3645
C  24.4476  22.2117  -20.8671
O  25.7095  21.6774  -21.1380
C  26.1118  21.7427  -22.5292
N  23.1040  23.3327  -19.1243
H  24.7710  20.6429  -18.5181
H  23.1223  20.5955  -18.9697
H  23.5265  21.4533  -17.5040
H  25.0745  23.0378  -18.9636
H  24.3604  23.2031  -21.3117
H  23.6498  21.6120  -21.3053
H  27.0293  21.1627  -22.6280
H  26.3235  22.7928  -22.7305
H  25.3673  21.2760  -23.1743
H  22.9907  23.2478  -18.1243
H  22.3925  22.7141  -19.4866
O  13.6557  22.8690  -20.6157
H  13.2050  23.1444  -19.8174
H  14.5724  22.7799  -20.3551
O  15.2713  24.1334  -24.1078
H  15.9991  23.5626  -23.8611
H  15.6428  25.0154  -24.0940

***

(3)
# C25H68BF3HgO11S

A structure of composition C25H68BF3HgO11S (the ωB97M-V functional and the def2-TZVPD basis, the Open Molecules 2025 dataset).

The gap between HOMO and LUMO comes out at 6.4 eV. The calculation puts the relative energy (zero: lowest compared OMol25 entry of this formula, charge and spin) at 159.6 kcal/mol. The LUMO energy is -2.5 eV.

Element x y z (Å)
Hg  -0.1992  1.1006  -3.6706
B  0.3260  3.4849  -3.3847
H  1.2484  3.3432  -3.9261
H  -0.5037  3.5449  -4.0719
H  0.1430  2.6660  -2.7064
H  0.4044  4.4360  -2.8811
C  -0.7787  -1.3184  0.1579
F  -0.5728  -2.3492  -0.6737
F  -2.0192  -0.8501  -0.0450
F  -0.6176  -1.7952  1.4411
S  0.5145  0.0708  -0.3238
O  1.7832  -0.6045  -0.0215
O  0.3038  0.4852  -1.6713
O  0.3894  1.2451  0.5460
C  -4.6650  -2.5533  -1.3320
C  -5.6842  -1.3607  -1.1399
C  -6.6357  -1.2208  -2.3273
O  -6.4010  -1.5593  0.0388
H  -4.2584  -2.7771  -0.3457
H  -3.8792  -2.3179  -2.0497
H  -5.2084  -3.4201  -1.7081
H  -5.2156  -0.3975  -0.9382
H  -7.3550  -2.0397  -2.3266
H  -6.1573  -1.2402  -3.3065
H  -7.2433  -0.3192  -2.2484
H  -6.7629  -2.4484  0.0257
C  1.7589  0.3549  3.7604
C  2.5227  1.5576  3.3178
C  3.6907  1.3059  2.3768
O  1.6533  2.4361  2.6311
H  2.3833  -0.3987  4.2404
H  1.3094  -0.0795  2.8674
H  1.0252  0.7928  4.4370
H  2.9253  2.1078  4.1683
H  3.9286  2.2026  1.8047
H  3.4938  0.4858  1.6863
H  4.5716  0.9477  2.9094
H  1.3333  1.9628  1.8596
C  -1.4660  -1.8020  4.5881
C  -2.9978  -1.7730  4.5410
C  -3.4920  -2.3734  3.2354
O  -3.3518  -2.5891  5.6170
H  -1.0371  -1.2390  5.4170
H  -1.2440  -1.2223  3.6921
H  -1.0763  -2.8200  4.5956
H  -3.4988  -0.8052  4.5206
H  -3.0325  -3.3313  2.9917
H  -3.2062  -1.7912  2.3593
H  -4.5750  -2.4112  3.1183
H  -3.1624  -2.1148  6.4299
C  4.0739  -3.1070  3.4091
C  3.6421  -3.9484  2.1786
C  2.2915  -3.5181  1.5422
O  4.6763  -3.6262  1.3421
H  3.8633  -2.0540  3.2223
H  5.1388  -3.0278  3.6278
H  3.5898  -3.3840  4.3455
H  3.7382  -4.9923  2.4773
H  2.1003  -2.4536  1.4067
H  1.4790  -3.8369  2.1950
H  2.2186  -4.0201  0.5774
H  4.2873  -3.2627  0.5432
C  3.5410  -0.5138  -2.7556
C  3.0530  0.8119  -3.2769
C  4.0584  1.7416  -3.8921
O  1.9961  0.5665  -4.1034
H  4.3536  -0.4248  -2.0346
H  3.9450  -1.1164  -3.5691
H  2.7750  -1.0583  -2.2034
H  2.7224  1.3836  -2.4098
H  3.5906  2.6155  -4.3455
H  4.6490  1.1791  -4.6152
H  4.7201  2.1193  -3.1125
H  2.4066  0.6071  -4.9702
C  -1.3201  -3.1450  -5.1893
C  -0.7910  -2.6399  -3.8130
C  0.7324  -3.0409  -3.6733
O  -0.9014  -1.2142  -3.8928
H  -2.3579  -2.8524  -5.3485
H  -1.2403  -4.2318  -5.2159
H  -0.7123  -2.7796  -6.0170
H  -1.3517  -3.1146  -3.0079
H  1.1092  -2.8263  -2.6733
H  1.4402  -2.5255  -4.3224
H  0.8841  -4.1066  -3.8447
H  -1.8278  -1.1651  -4.1395
C  -3.9541  3.6683  1.7498
C  -2.8302  2.6457  2.0086
C  -3.3753  1.1510  1.7547
O  -1.8294  2.8400  1.0501
H  -4.2573  3.5745  0.7070
H  -3.7078  4.7220  1.8808
H  -4.8594  3.3845  2.2866
H  -2.2611  2.8013  2.9251
H  -3.7317  0.7750  0.7957
H  -4.1467  1.0553  2.5188
H  -2.6931  0.3939  2.1414
H  -1.1132  2.3069  1.4029
C  2.9175  5.4559  0.6823
C  2.2056  4.9551  -0.5956
C  3.3077  4.1180  -1.3247
O  1.0758  4.1701  -0.2589
H  2.1361  6.1051  1.0774
H  3.8386  6.0287  0.5751
H  3.2106  4.6524  1.3580
H  1.8902  5.6492  -1.3746
H  3.6771  3.3007  -0.7054
H  4.1481  4.7875  -1.5077
H  3.0562  3.6751  -2.2884
H  1.3109  3.5368  0.4231

***

(4)
# C25H68N3O10S9

A cluster of 10 separate species, C25H68N3O10S9 in total (the ωB97M-V functional and the def2-TZVPD basis, the Open Molecules 2025 dataset).

As for the total charge: +1. The gap between HOMO and LUMO comes out at 8.5 eV. The LUMO energy is -1.7 eV.

Element x y z (Å)
C  2.8568  -4.8955  -0.5132
C  1.6548  -4.2260  0.1434
O  0.5968  -4.1070  -0.8535
N  -0.1637  -3.0021  -0.6643
C  -0.0762  -1.8501  -1.4095
C  -1.0103  -1.0112  -0.9201
N  -1.6447  -1.6843  0.1013
C  -1.1242  -2.8975  0.2537
C  -1.5731  -3.9350  1.2050
C  -2.6229  -4.8583  0.5274
N  -2.3073  -6.2659  0.7637
H  2.6037  -5.1664  -1.5368
H  3.0945  -5.8224  0.0052
H  3.7396  -4.2631  -0.4845
H  1.3030  -4.8228  0.9846
H  1.8807  -3.2362  0.5426
H  0.6061  -1.6837  -2.2222
H  -1.2484  -0.0130  -1.2521
H  -2.4108  -1.3129  0.6471
H  -0.7256  -4.5366  1.5263
H  -1.9732  -3.4486  2.0974
H  -3.6059  -4.6051  0.9226
H  -2.6554  -4.6353  -0.5481
H  -2.7521  -6.8314  0.0479
H  -1.3152  -6.4059  0.5994
C  -0.9773  0.3484  2.9104
S  -1.0482  -1.1964  3.8242
O  -2.3905  -1.7956  3.5207
C  -1.1578  -0.4200  5.4353
H  -0.9499  0.1192  1.8500
H  -1.8587  0.9472  3.1428
H  -0.0675  0.8777  3.1833
H  -2.0250  0.2386  5.4669
H  -0.2451  0.1456  5.6201
H  -1.2658  -1.1993  6.1863
C  -5.2996  2.9274  -1.0761
S  -4.4652  1.4060  -0.6745
O  -2.9934  1.6938  -0.5936
C  -4.7386  0.6027  -2.2533
H  -5.2125  3.6015  -0.2249
H  -4.8346  3.3756  -1.9529
H  -6.3481  2.7111  -1.2784
H  -4.3134  1.2131  -3.0450
H  -5.8065  0.4762  -2.4101
H  -4.2489  -0.3721  -2.2235
C  -3.4643  7.6277  -0.3894
S  -3.2873  6.2019  0.6863
O  -4.5781  5.4627  0.6290
C  -3.2890  7.1203  2.2283
H  -3.5306  7.2631  -1.4121
H  -4.3737  8.1682  -0.1282
H  -2.5901  8.2699  -0.2843
H  -4.2106  7.6965  2.3061
H  -2.4197  7.7770  2.2584
H  -3.2330  6.4001  3.0415
C  0.4647  -6.1967  -4.8275
S  -0.7339  -6.0927  -3.4932
O  -1.5258  -7.3455  -3.5135
C  -1.7475  -4.8158  -4.2552
H  1.1742  -6.9810  -4.5729
H  -0.0480  -6.4488  -5.7554
H  0.9867  -5.2442  -4.9228
H  -2.1030  -5.1647  -5.2244
H  -1.1599  -3.9038  -4.3681
H  -2.5949  -4.6291  -3.5981
C  -7.9397  2.2737  -6.2328
S  -6.3647  1.7958  -5.5218
O  -6.3739  2.2523  -4.1027
C  -5.3669  2.9746  -6.4355
H  -8.7131  1.6770  -5.7546
H  -8.1150  3.3319  -6.0413
H  -7.9289  2.0710  -7.3034
H  -5.7216  3.9842  -6.2297
H  -5.4313  2.7530  -7.5005
H  -4.3371  2.8681  -6.1012
C  2.7715  1.2893  1.9582
S  2.4498  -0.3393  1.2807
O  1.6006  -1.1297  2.2186
C  4.1529  -0.8740  1.4018
H  1.8258  1.8253  2.0182
H  3.2094  1.1896  2.9512
H  3.4546  1.8171  1.2936
H  4.4874  -0.8057  2.4366
H  4.7593  -0.2290  0.7672
H  4.2212  -1.9066  1.0611
C  7.7612  -0.1086  -0.5550
S  7.4960  0.3434  1.1631
O  6.5615  1.5094  1.1665
C  9.1401  0.9749  1.4535
H  6.8217  -0.4902  -0.9513
H  8.0734  0.7718  -1.1161
H  8.5248  -0.8838  -0.6086
H  9.3563  1.7764  0.7527
H  9.8645  0.1711  1.3302
H  9.1812  1.3491  2.4749
C  13.0286  4.0386  -0.7852
S  11.3587  3.6224  -0.2820
O  11.1942  2.1579  -0.5027
C  10.5313  4.4501  -1.6426
H  13.7127  3.5733  -0.0793
H  13.2100  3.6534  -1.7882
H  13.1532  5.1208  -0.7590
H  10.8865  4.0375  -2.5867
H  10.7329  5.5197  -1.5898
H  9.4628  4.2736  -1.5373
C  -6.1899  -1.7989  6.6760
S  -4.5779  -1.0554  6.4021
O  -4.2707  -0.2155  7.5898
C  -5.1200  0.0579  5.0991
H  -6.0908  -2.5079  7.4948
H  -6.9076  -1.0231  6.9420
H  -6.5034  -2.3216  5.7726
H  -5.9158  0.6983  5.4795
H  -5.4646  -0.5271  4.2471
H  -4.2682  0.6646  4.8005